24
Properties=species:S:1:pos:R:3:forces:R:3:lowdin_charge:R:1 method="wB97M-V/def2-TZVPD" homo_energy_ha="-0.294 / -0.289" total_energy_ev=-81062.024 homo_lumo_gap_ev="7.7 / 7.5" spin_multiplicity=1
C -1.122606 1.975136 -0.023349 0.998 -0.620 1.006 -0.1812
C -1.987471 0.758489 -0.109753 -1.024 -1.016 -1.908 -0.2107
C 0.364992 1.625872 -0.315449 -2.101 -2.892 -0.544 -0.1373
C -1.491631 -0.499744 0.610638 0.875 0.605 -3.141 -0.0805
C 0.771141 0.300633 0.340487 1.891 1.895 -2.858 0.0357
C -0.037712 -0.864262 0.033533 0.210 -2.050 3.478 -0.6094
C 0.461914 -2.114955 0.894001 1.382 1.846 -2.948 0.0034
N 2.555880 -0.380635 -1.046236 -3.520 -2.407 3.237 -0.5294
O -0.016910 -1.146856 -1.296953 -2.322 -0.113 -1.702 0.0009
Br 3.986134 -0.593950 0.045410 1.073 0.185 0.386 0.5124
H -1.345857 2.818336 -0.652148 -0.626 0.110 -0.416 0.1127
H -1.189963 2.306482 0.973839 0.032 0.855 1.500 0.0936
H -3.038678 0.862148 0.200856 0.303 0.619 -0.189 0.1189
H -1.989483 0.505072 -1.184254 -0.416 -0.156 0.223 0.1195
H 0.359803 1.565345 -1.392396 0.535 -0.430 -0.424 0.1153
H 0.940344 2.409137 -0.025546 1.976 2.182 0.910 0.0762
H -1.572754 -0.294527 1.652000 0.471 -0.550 1.025 0.1140
H -2.102384 -1.326625 0.241289 -0.174 -0.066 0.627 0.1292
H 1.218397 0.393983 1.308152 0.432 -0.157 0.454 0.1205
H 0.313630 -1.933547 1.912875 0.133 0.224 1.625 0.0586
H 1.535340 -2.217991 0.573807 -0.888 -0.257 0.795 0.0674
H -0.091309 -2.961203 0.586982 -0.594 -0.989 -0.327 0.0673
H 2.674143 0.323250 -1.680723 0.824 2.833 -1.649 -0.0881
H 0.805039 -1.509583 -1.647053 0.529 0.349 0.841 0.0909